{
  "formula": "C28H36AsBrN3O2ReS4",
  "method": "the ωB97M-V functional and the def2-TZVPD basis",
  "elements": ["Re", "C", "C", "C", "C", "C", "C", "C", "Br", "C", "O", "C", "C", "C", "C", "C", "C", "H", "H", "H", "H", "H", "H", "H", "H", "H", "H", "H", "H", "H", "H", "H", "H", "H", "H", "H", "H", "S", "As", "S", "S", "S", "C", "C", "N", "C", "C", "C", "C", "C", "C", "C", "C", "N", "C", "N", "H", "H", "H", "H", "H", "H", "H", "H", "H", "C", "C", "C", "O", "H", "H", "H", "H", "H", "H", "H"],
  "coordinates": [[0.8285, 0.4155, 0.5001], [-6.3264, 2.8410, -0.4302], [-6.1468, 1.3203, -0.4959], [-6.8067, 0.8106, -1.7862], [-6.8329, 0.6822, 0.7247], [-4.6738, 0.9260, -0.4645], [-3.6851, 1.8208, -0.0552], [-2.3923, 1.3783, -0.0369], [-0.9821, 2.4879, 0.6585], [-1.9974, 0.0903, -0.4067], [-0.6293, -0.1064, -0.3634], [-2.9728, -0.8569, -0.7182], [-4.2843, -0.3781, -0.7520], [-2.7622, -2.3734, -0.8921], [-1.3000, -2.8109, -0.9935], [-3.4748, -2.8626, -2.1644], [-3.3800, -3.0485, 0.3470], [-7.3798, 3.0818, -0.5692], [-5.7602, 3.3431, -1.2185], [-6.0269, 3.2458, 0.5396], [-7.8460, 1.1402, -1.8147], [-6.8096, -0.2784, -1.8561], [-6.2996, 1.2110, -2.6675], [-7.8884, 0.9606, 0.7403], [-6.3754, 1.0308, 1.6537], [-6.7676, -0.4076, 0.6970], [-3.9219, 2.8294, 0.2549], [-5.0603, -1.0867, -1.0013], [-0.8051, -2.3262, -1.8364], [-1.2709, -3.8873, -1.1671], [-0.7446, -2.6158, -0.0748], [-3.0860, -2.3494, -3.0469], [-4.5516, -2.7038, -2.1239], [-3.3064, -3.9335, -2.2860], [-2.9433, -2.6534, 1.2677], [-3.1964, -4.1245, 0.3126], [-4.4581, -2.8899, 0.3901], [3.6466, 2.9685, -3.1766], [5.1688, 3.7730, -1.9976], [2.1211, 1.8807, -1.3420], [2.1743, 3.6721, -0.4668], [4.1379, 3.8846, 0.0647], [2.7293, -2.6475, -1.8670], [1.8992, -1.6694, -1.3617], [2.0823, -1.1502, -0.1347], [3.1555, -1.5399, 0.5736], [4.1028, -2.4090, 0.0731], [3.8457, -3.0298, -1.1455], [5.3825, -2.6134, 0.8005], [6.4167, -1.7674, 0.7637], [6.4304, -0.5050, -0.0065], [7.3036, 0.5473, 0.2714], [7.0854, 1.7476, -0.3759], [6.1036, 1.8790, -1.2755], [5.4178, 0.7847, -1.5959], [5.5372, -0.3775, -0.9977], [2.5225, -3.0690, -2.8411], [1.0661, -1.2950, -1.9381], [3.2907, -1.0910, 1.5477], [4.5444, -3.7535, -1.5461], [5.4634, -3.5110, 1.4065], [7.2934, -1.9811, 1.3639], [8.1007, 0.4533, 0.9960], [7.6831, 2.6264, -0.1651], [4.6998, 0.8691, -2.3997], [0.9005, 1.5642, 3.9062], [2.1972, 1.2560, 3.1782], [3.2042, 2.3793, 3.2746], [1.8964, 0.9590, 1.7769], [1.0910, 1.6628, 4.9732], [0.1745, 0.7628, 3.7581], [0.4769, 2.4997, 3.5357], [2.6282, 0.3383, 3.5795], [2.8155, 3.2725, 2.7861], [4.1508, 2.1000, 2.8131], [3.3764, 2.6070, 4.3260]],
  "mulliken_charge": [-0.259, -2.023, 1.774, -1.626, -1.522, -0.298, -0.396, 0.276, -0.171, 0.764, 0.039, -0.851, -0.103, 2.007, -1.956, -1.773, -1.646, 0.439, 0.452, 0.350, 0.469, 0.355, 0.381, 0.447, 0.353, 0.334, 0.473, 0.384, 0.289, 0.600, 0.277, 0.418, 0.350, 0.477, 0.328, 0.456, 0.389, -0.282, 0.477, 0.050, 0.067, -0.121, -1.227, -0.403, 0.059, -0.127, 0.487, -0.194, -0.973, -0.866, 1.048, -0.862, -0.190, -0.199, -0.509, -0.216, 0.501, 0.782, 0.425, 0.511, 0.530, 0.415, 0.437, 0.455, 0.731, -1.444, 0.647, -1.228, 0.604, 0.440, 0.354, 0.319, 0.277, 0.234, 0.283, 0.452],
  "largest_force_ha_per_bohr": 0.039,
  "e_homo_ev": [-13.13, -13.14],
  "total_charge": 2,
  "homo_lumo_gap_ev": [6.416, 6.416],
  "e_above_lowest_ev": 0.000,
  "spin_multiplicity": 1,
  "e_lumo_ev": [-6.715, -6.725]
}

{
  "formula": "CH5N2S2",
  "method": "the ωB97M-V functional and the def2-TZVPD basis",
  "elements": ["N", "C", "N", "S", "S", "H", "H", "H", "H", "H"],
  "coordinates": [[-0.1658, 0.7758, 0.2623], [0.0910, -0.4581, -0.1390], [-0.8590, -1.1953, -0.7787], [1.5713, -1.1750, 0.1500], [2.5979, 0.5907, -0.2800], [0.3050, 1.5188, 0.8691], [-1.0280, 1.1896, -0.1405], [-0.6200, -2.1603, -0.9927], [-1.9135, -0.8385, -0.7742], [3.2610, 0.0502, -1.3759]],
  "nbo_charge": [-0.748, 0.313, -0.740, 0.288, -0.083, 0.475, 0.417, 0.444, 0.444, 0.190],
  "largest_force_ha_per_bohr": 0.067,
  "e_homo_ev": -14.03,
  "total_charge": 1,
  "homo_lumo_gap_ev": 9.466,
  "e_above_lowest_ev": 0.678,
  "spin_multiplicity": 1,
  "smiles": "NC(=[NH2+])SS",
  "e_lumo_ev": -4.564
}

{
  "formula": "C15H31ClP2Pt",
  "method": "the ωB97M-V functional and the def2-TZVPD basis",
  "elements": ["P", "P", "C", "C", "H", "H", "H", "H", "C", "H", "H", "H", "C", "H", "H", "H", "C", "H", "H", "H", "C", "H", "H", "H", "Pt", "C", "C", "C", "C", "C", "C", "C", "C", "C", "H", "H", "H", "H", "H", "H", "H", "H", "H", "H", "H", "H", "H", "H", "H", "Cl"],
  "coordinates": [[-1.2888, 1.7703, 0.5510], [1.1616, -0.1014, -2.0901], [-0.2913, 2.2520, -0.9336], [-0.0694, 1.2867, -2.1345], [0.6628, 2.6845, -0.5807], [-0.8769, 3.1016, -1.3201], [-1.0297, 0.8777, -2.5024], [0.3263, 1.9052, -2.9570], [2.7812, 0.6716, -1.9966], [3.5473, -0.0844, -1.7716], [2.8355, 1.4730, -1.2447], [2.9793, 1.0969, -2.9873], [0.9994, -0.8088, -3.7345], [1.4423, -0.1103, -4.4478], [-0.0605, -0.9714, -3.9681], [1.5331, -1.7660, -3.7683], [-1.2934, 3.2876, 1.5126], [-1.7407, 3.0926, 2.4959], [-1.8897, 4.0202, 0.9699], [-0.2659, 3.6487, 1.6416], [-2.9688, 1.5362, -0.0544], [-3.0129, 0.9528, -0.9849], [-3.3584, 2.5407, -0.2435], [-3.5893, 1.0464, 0.7094], [0.5283, -2.6378, 2.0298], [1.1345, -1.5167, -1.0851], [1.7093, -1.0998, 0.2704], [1.4856, 0.2463, 0.8316], [0.6310, 0.4864, 2.1148], [-0.9228, 0.5862, 1.7779], [-1.3901, -0.7295, 1.1840], [-1.2789, -1.0482, -0.2433], [-0.3050, -2.1246, -0.8354], [-0.4669, -3.1761, 3.6541], [1.7701, -2.2932, -1.5480], [2.6314, -1.6174, 0.5375], [0.9958, 0.8459, 0.0562], [2.4681, 0.7407, 0.9875], [0.8097, -0.2923, 2.8755], [0.9518, 1.4559, 2.5515], [-1.4736, 0.8275, 2.7027], [-2.1130, -1.2853, 1.7835], [-0.9788, -0.1190, -0.7539], [-2.2923, -1.2758, -0.6305], [-0.2153, -3.0226, -0.1842], [-0.7219, -2.4531, -1.8078], [-0.8735, -4.1628, 3.3620], [-1.2464, -2.4496, 3.9429], [0.3537, -3.2643, 4.3908], [2.2762, -4.0234, 1.8756]],
  "lowdin_spin": [0.021, 0.059, 0.130, 0.159, 0.035, 0.087, 0.041, 0.115, 0.058, 0.008, 0.015, 0.024, 0.040, 0.016, 0.008, 0.002, 0.020, 0.001, 0.008, 0.005, 0.038, 0.015, 0.014, 0.004, 0.098, 0.072, 0.476, 0.077, 0.025, 0.011, 0.022, 0.016, 0.034, 0.103, 0.005, 0.017, 0.009, 0.017, 0.000, 0.001, 0.002, 0.002, 0.006, 0.003, 0.000, 0.004, 0.016, 0.003, 0.007, 0.051],
  "s2": 2.030,
  "largest_force_ha_per_bohr": 0.082,
  "e_homo_ev": [-2.87, -6.70],
  "homo_lumo_gap_ev": [3.106, 5.768],
  "e_above_lowest_ev": 2.450,
  "spin_multiplicity": 3,
  "e_lumo_ev": [0.232, -0.931]
}